1.
The following is a quantum chemistry calculation of C23H23MoN5OS as an isolated structure, from OMol25.

Results
total charge: +2
total energy: -46402.6068 eV
highest occupied orbital energy (alpha / beta): -0.510 / -0.551 hartree
expectation value of S²: 2.02
2S+1: 3
frontier orbital gap (alpha / beta): 7.7756 / 7.8851 eV
ΔE to the lowest compared entry with this formula, charge and spin: 0.0 kcal per mole

Geometry (Å):
Mo 0.326 -1.137 -1.279
O 0.482 -2.298 2.708
C 0.727 -1.951 1.571
N -0.125 -1.992 0.515
C -1.480 -2.422 0.794
C -2.414 -1.617 -0.053
C -3.789 -1.634 0.134
C -4.595 -0.880 -0.697
C -4.004 -0.119 -1.701
C -2.636 -0.147 -1.833
N -1.848 -0.883 -1.025
C 2.037 -1.333 1.199
C 3.092 -1.274 2.088
C 4.264 -0.657 1.682
C 4.332 -0.112 0.405
C 3.234 -0.207 -0.426
N 2.103 -0.815 -0.037
H -1.704 -2.288 1.855
H -1.620 -3.489 0.583
H -4.210 -2.238 0.926
H -5.669 -0.882 -0.568
H -4.596 0.484 -2.374
H -2.132 0.433 -2.593
H 2.970 -1.716 3.067
H 5.115 -0.601 2.347
H 5.227 0.379 0.051
H 3.242 0.210 -1.424
C 0.029 -1.534 -3.554
C 1.422 -1.379 -3.347
C 1.856 -2.444 -2.518
C 0.743 -3.272 -2.233
C -0.387 -2.709 -2.867
H -0.597 -0.896 -4.159
H 2.042 -0.595 -3.756
H 2.863 -2.607 -2.167
H 0.756 -4.164 -1.625
H -1.391 -3.103 -2.839
C -0.096 5.544 0.890
C -0.125 4.060 0.974
C -0.369 3.331 2.112
C -0.360 1.935 2.036
N -0.115 1.296 0.881
C 0.120 2.000 -0.203
S 0.436 1.280 -1.749
N 0.113 3.362 -0.162
C -0.630 1.081 3.223
H -0.349 5.987 1.848
H -0.806 5.897 0.141
H 0.901 5.885 0.601
H -0.568 3.835 3.046
H 0.297 3.867 -1.022
H -0.765 1.667 4.128
H 0.185 0.370 3.365
H -1.532 0.493 3.041

***

2.
The following is a quantum chemistry calculation of C17H24BaN2O10S2 as an isolated structure in a non-equilibrium geometry, from OMol25.

Results
total charge: 0
total energy: -63835.2550 eV
highest occupied orbital energy: -0.305 hartree
2S+1: 1
frontier orbital gap: 8.3317 eV
ΔE to the lowest compared entry with this formula, charge and spin: 8.3 kcal per mole

Geometry (Å):
Ba -0.199 -2.210 1.608
C 0.186 -3.004 -1.700
C 1.184 -1.895 -1.365
O 1.780 -2.188 -0.091
C 2.879 -1.353 0.305
C 3.222 -1.678 1.754
O 2.151 -1.454 2.681
C 2.003 -0.159 3.280
C 0.914 0.700 2.647
O -0.382 0.098 2.839
C -1.385 0.703 1.986
C -2.671 -0.134 1.856
O -2.595 -1.366 1.095
C -2.409 -1.209 -0.326
C -2.170 -2.549 -1.034
O -0.893 -3.166 -0.762
H 0.713 -3.958 -1.685
H -0.207 -2.833 -2.704
H 0.724 -0.901 -1.354
H 1.954 -1.905 -2.145
H 2.629 -0.297 0.163
H 3.753 -1.586 -0.312
H 4.106 -1.108 2.048
H 3.445 -2.742 1.840
H 2.943 0.396 3.228
H 1.760 -0.342 4.327
H 1.105 0.854 1.578
H 0.936 1.684 3.125
H -0.949 0.917 1.006
H -1.698 1.659 2.413
H -3.413 0.525 1.400
H -3.022 -0.442 2.840
H -1.569 -0.543 -0.531
H -3.282 -0.727 -0.770
H -2.278 -2.351 -2.102
H -2.924 -3.276 -0.732
O 0.346 -4.655 2.467
N -0.406 -4.642 3.493
O -0.604 -5.637 4.145
O -0.935 -3.527 3.797
O -2.520 1.950 -0.866
S -1.492 1.679 -1.846
O -1.810 0.687 -2.846
N -0.096 1.278 -1.086
C 0.830 2.220 -1.241
S 2.348 2.223 -0.548
C 0.391 3.346 -2.132
C 1.110 4.459 -2.536
C 0.487 5.372 -3.375
C -0.827 5.183 -3.800
C -1.552 4.071 -3.395
C -0.909 3.174 -2.565
H 2.129 4.591 -2.198
H 1.029 6.247 -3.708
H -1.288 5.913 -4.453
H -2.572 3.911 -3.718

***

3.
The following is a quantum chemistry calculation of a single C4F7N molecule in a non-equilibrium geometry, from OMol25.

Results
total charge: 0
total energy: -24658.5068 eV
highest occupied orbital energy: -0.444 hartree
2S+1: 1
frontier orbital gap: 12.4993 eV
ΔE to the lowest compared entry with this formula, charge and spin: 0.0 kcal per mole
structure (SMILES): FC1=NC1(C(F)(F)F)C(F)(F)F

Geometry (Å):
F -0.991 2.250 -1.261
C -0.161 1.325 -0.991
N 0.968 0.817 -1.218
C 0.084 0.097 -0.159
C -0.578 -1.245 -0.502
F -0.902 -1.415 -1.798
F 0.270 -2.323 -0.317
F -1.587 -1.474 0.338
C 0.492 0.329 1.258
F -0.466 0.253 2.153
F 1.469 -0.615 1.585
F 1.058 1.525 1.546

***

4.
The following is a quantum chemistry calculation of C25H29IN6Pd as an isolated structure, from OMol25.

Results
total charge: +2
total energy: -46898.7163 eV
highest occupied orbital energy (alpha / beta): -0.485 / -0.484 hartree
2S+1: 1
frontier orbital gap (alpha / beta): 4.6116 / 4.5830 eV

Geometry (Å):
Pd -0.191 0.103 0.776
C -0.626 -2.566 -2.267
C -0.252 -1.225 -2.892
C 0.741 -0.409 -2.058
N 0.139 0.557 -1.148
C -0.115 1.829 -1.498
C -0.077 2.224 -2.840
C -0.322 3.459 -3.422
C -0.666 4.668 -2.846
C -0.829 4.912 -1.494
C -0.691 4.058 -0.410
C -0.358 2.700 -0.356
N -0.205 2.071 0.821
C 0.013 2.802 2.059
C 0.841 1.981 3.046
C 1.996 1.237 2.373
N 1.462 0.006 1.794
C 2.140 -1.136 1.634
C 3.534 -1.172 1.796
C 4.413 -2.246 1.821
C 4.106 -3.591 1.812
C 2.832 -4.188 1.745
C 1.616 -3.622 1.493
C 1.266 -2.255 1.239
N 0.091 -1.899 0.763
C -0.884 -2.884 0.270
C -1.546 -2.458 -1.037
H 0.297 -3.091 -1.996
H -1.103 -3.188 -3.025
H -1.153 -0.627 -3.058
H 0.189 -1.398 -3.875
H 1.441 0.134 -2.700
H 1.366 -1.079 -1.463
H 0.158 1.440 -3.547
H -0.234 3.466 -4.503
H -0.823 5.501 -3.518
H -1.112 5.925 -1.230
H -0.891 4.517 0.548
H -0.925 3.117 2.525
H 0.581 3.705 1.812
H 0.217 1.237 3.547
H 1.220 2.643 3.824
H 2.754 0.975 3.111
H 2.470 1.846 1.597
H 3.998 -0.200 1.907
H 5.461 -1.989 1.905
H 4.941 -4.275 1.907
H 2.818 -5.262 1.887
H 0.786 -4.314 1.495
H -1.626 -3.058 1.052
H -0.385 -3.834 0.086
H -1.922 -1.438 -0.949
H -2.425 -3.090 -1.166
I -5.854 0.827 -1.664
C -4.397 0.249 -0.334
C -4.453 -0.773 0.590
N -3.268 -0.795 1.223
N -2.448 0.186 0.795
C -3.131 0.814 -0.163
H -5.249 -1.450 0.853
H -3.028 -1.327 2.043
H -2.699 1.649 -0.690

***

> Among the records above, which one has the highest 2S+1?

C23H23MoN5OS

***

> Number 1 is which compound?

C23H23MoN5OS

***

> Which formula does entry 1 have?

C23H23MoN5OS

***

> Which value of 2S+1 does entry 3 give?

1